Entry 1:
Computed, not measured: 2 unconnected molecules or ions with the total composition C2H6NO3, with ωB97M-V/def2-TZVPD.

Geometry as XYZ:
```
12
Properties=species:S:1:pos:R:3:forces:R:3
C -1.25403 -0.15490 0.92426 -0.12 0.33 0.43
N -0.17800 -0.00803 -0.04222 -0.10 -0.46 -0.17
C 1.18096 -0.09567 0.55676 -0.43 -0.06 0.19
O 2.04072 -0.55512 -0.20926 0.17 0.05 -0.17
O 1.24175 0.26600 1.74581 0.12 0.13 -0.08
H -2.21902 -0.25197 0.42068 0.00 -0.20 -0.14
H -1.33591 0.72792 1.56227 0.20 0.05 -0.13
H -1.10392 -0.98896 1.62005 -0.08 -0.12 -0.12
H -0.22290 -0.77170 -0.71541 0.17 0.10 0.16
H -2.72624 0.77671 -2.01738 -0.12 0.05 0.03
H -1.27641 0.43276 -1.73430 0.15 0.17 -0.04
O -1.93995 0.44081 -2.45056 0.04 -0.05 0.03
```
Forces are in eV/Å.

Its molar mass is 92.1 g mol⁻¹. As for the energy above the lowest of the compared OMol25 structures with the same formula, charge and spin: 8.2 kcal/mol. For the calculated total energy, the calculation gives -360.358119 Eh. The value obtained for the HOMO-LUMO gap is 8.2 eV. Its charge is -1.

Mulliken atomic charge list, values in e, 2 entries: number 1, C, carries -0.7834; number 2, N, carries -0.4182

=====

Entry 2:
Computed, not measured: a single C5H8N2 molecule, with ωB97M-V/def2-TZVPD.

Geometry as XYZ:
```
15
Properties=species:S:1:pos:R:3:forces:R:3
C 1.34805 -0.77623 0.96812 0.52 0.69 0.02
C 1.02085 -2.21316 0.74622 0.27 -0.59 -0.44
C -1.24533 2.10780 -0.39898 0.04 0.29 0.16
C -0.51709 0.86057 -0.80430 -0.99 0.95 -2.05
N -1.05400 -0.15483 -1.36657 1.28 0.92 0.27
C 1.22838 0.17018 0.06404 1.89 -4.08 3.93
N 0.95696 0.98606 -0.74401 -2.60 1.81 -2.88
H 1.77429 -0.49535 1.92464 -0.35 0.17 0.09
H -2.02816 0.02259 -1.61497 0.04 -0.08 0.63
H 0.23826 -2.52911 1.44309 0.07 0.04 -0.09
H 1.90180 -2.83893 0.92730 -0.16 -0.04 -0.02
H 0.66680 -2.40649 -0.27416 0.06 0.12 0.28
H -1.62632 1.98282 0.61931 -0.05 0.08 -0.11
H -2.07615 2.30320 -1.08186 -0.01 -0.12 0.20
H -0.58836 2.98088 -0.40787 -0.01 -0.18 0.01
```
Forces are in eV/Å.

As for the structure (SMILES): [H]/N=C(\C)N=C=CC. Its molar mass is 96.1 g mol⁻¹. As for the energy above the lowest of the compared OMol25 structures with the same formula, charge and spin: 55.8 kcal/mol. For the calculated total energy, the calculation gives -304.746560 Eh. The value obtained for the HOMO-LUMO gap is 9.5 eV. Its charge is 0.

Mulliken atomic charge list, values in e, 2 entries: number 1, C, carries -0.3671; number 2, C, carries -1.0025

=====

Entry 3:
Computed, not measured: a single C3H3ClFNS molecule, with ωB97M-V/def2-TZVPD.

Geometry as XYZ:
```
10
Properties=species:S:1:pos:R:3:forces:R:3
C 0.74959 -1.01178 -0.14129 2.86 1.90 1.85
C -0.67252 -1.18994 -0.07636 -0.39 -1.39 -0.57
C -1.70768 -0.36246 -0.00818 0.48 0.54 0.22
H 3.27979 1.44818 0.00671 -0.42 -0.29 0.14
H 1.35057 -1.93787 -0.12742 -0.47 0.07 -0.72
H -0.85380 -2.25700 -0.21327 -0.74 0.25 0.41
N 1.40639 0.08904 0.14066 -1.81 -0.66 -1.26
F -2.96155 -0.78558 0.14268 0.35 0.09 -0.28
S 3.07294 0.11165 0.02340 0.41 -0.29 0.09
Cl -1.55004 1.34072 -0.05613 -0.28 -0.23 0.13
```
Forces are in eV/Å.

As for the structure (SMILES): F/C(Cl)=C/C=N/S. Its molar mass is 139.6 g mol⁻¹. As for the energy above the lowest of the compared OMol25 structures with the same formula, charge and spin: 25.5 kcal/mol. For the calculated total energy, the calculation gives -1129.045818 Eh. The value obtained for the HOMO-LUMO gap is 8.5 eV. Its charge is 0.

Mulliken atomic charge list, values in e, 2 entries: number 1, C, carries 0.1633; number 2, C, carries -0.4586